Record 1
Entry from OMol25: C26H31BrNNiO7PSSeTe as an isolated structure (ωB97M-V/def2-TZVPD).

Positions of all 71 atoms, in Å:
Ni 0.160 0.105 0.287
C -3.165 3.927 2.140
C -2.137 3.061 1.447
O -0.982 2.938 2.303
P -0.421 1.496 2.704
O -1.145 0.398 1.984
Te 1.919 1.316 2.334
O -0.787 1.522 4.279
C -0.276 0.462 5.098
C 0.694 1.025 6.113
H -4.010 4.103 1.471
H -2.733 4.891 2.415
H -3.533 3.441 3.045
H -1.795 3.507 0.513
H -2.531 2.070 1.220
H 0.210 -0.294 4.476
H -1.137 -0.002 5.584
H 1.541 1.477 5.597
H 1.063 0.227 6.762
H 0.206 1.782 6.729
Br 0.996 4.971 -4.356
C 0.715 3.659 -2.975
C 0.787 4.035 -1.651
C 0.596 3.057 -0.673
C 0.316 1.716 -0.961
C 0.259 1.410 -2.330
C 0.455 2.349 -3.334
H 0.999 5.063 -1.381
H 0.691 3.372 0.362
H 0.040 0.390 -2.633
H 0.389 2.066 -4.376
C 1.633 1.455 -6.822
C 2.221 0.406 -5.916
C 1.438 -0.615 -5.394
C 1.989 -1.580 -4.561
C 3.336 -1.515 -4.252
C 4.136 -0.490 -4.742
C 3.573 0.460 -5.574
S 4.025 -2.724 -3.170
O 3.162 -3.883 -3.146
O 5.402 -2.961 -3.534
N 3.979 -1.883 -1.769
C 3.947 -2.657 -0.517
C 2.546 -3.122 -0.108
C 1.539 -1.988 0.021
O 0.679 -1.997 0.918
O 1.582 -1.047 -0.843
H 0.578 1.259 -7.015
H 2.158 1.480 -7.780
H 1.714 2.447 -6.374
H 0.378 -0.659 -5.616
H 1.371 -2.363 -4.145
H 5.183 -0.455 -4.473
H 4.185 1.269 -5.956
H 3.151 -1.263 -1.755
H 4.362 -2.005 0.254
H 4.618 -3.514 -0.616
H 2.590 -3.649 0.845
H 2.164 -3.813 -0.863
Se -2.235 -0.428 -0.935
C -2.232 -1.824 -2.219
C -3.346 -2.035 -3.048
C -3.369 -3.044 -3.999
C -2.278 -3.892 -4.162
C -1.167 -3.702 -3.348
C -1.142 -2.688 -2.400
H -4.205 -1.383 -2.934
H -4.251 -3.169 -4.620
H -2.294 -4.682 -4.903
H -0.303 -4.353 -3.448
H -0.268 -2.551 -1.778

relative energy (zero: lowest compared OMol25 entry of this formula, charge and spin): 0.0 kcal per mole
⟨S²⟩: 2.01
spin multiplicity: 3
E_HOMO (spin up / spin down): -0.043 / -0.044 Eh
net charge: -2
molar mass: 877.732 g mol⁻¹
F_max: 0.96 eV Å⁻¹

Mulliken atomic charge list, values in e, 8 entries: atom 1 (Ni): 0.537, atom 2 (C): -1.479, atom 3 (C): 0.271, atom 4 (O): -0.398, atom 5 (P): 0.790, atom 6 (O): -0.746, atom 7 (Te): -0.401, atom 8 (O): -0.372



Record 2
Entry from OMol25: C27H53AlF2LiN2O11 as an isolated structure at a distorted geometry (ωB97M-V/def2-TZVPD).

Positions of all 97 atoms, in Å:
C 4.611 0.458 -1.174
C 3.704 1.467 -1.900
C 2.602 1.899 -0.905
C 2.389 3.396 -0.757
C 1.064 3.479 -1.444
C 0.180 4.714 -1.313
C -1.197 4.095 -1.262
N -1.525 3.494 -2.525
C -2.437 2.406 -2.329
O -3.570 2.558 -2.401
O -1.878 1.220 -2.119
H 3.967 -0.330 -0.823
H 5.376 0.106 -1.861
H 5.025 0.997 -0.320
H 3.265 0.984 -2.756
H 4.276 2.318 -2.246
H 1.641 1.553 -1.320
H 2.707 1.415 0.056
H 3.196 4.014 -1.147
H 2.329 3.608 0.307
H 1.181 3.280 -2.503
H 0.495 2.654 -0.997
H 0.318 5.403 -2.165
H 0.374 5.303 -0.399
H -1.187 3.422 -0.408
H -1.963 4.885 -1.076
H -0.717 3.061 -2.969
H -1.176 1.273 -1.434
Li 6.785 0.723 0.498
F -0.055 1.145 -0.650
Al -1.033 6.926 -0.777
C -3.431 8.575 2.366
O -4.608 8.764 2.097
O -2.803 7.504 2.176
O -2.663 9.424 2.872
C -3.304 -1.546 -1.405
C -2.654 -2.856 -1.773
O -2.471 -3.471 -0.508
C -3.457 -2.996 0.304
O -3.767 -3.481 1.339
O -4.045 -1.900 -0.228
F -1.446 -2.672 -2.354
H -2.576 -0.780 -1.156
H -3.963 -1.166 -2.181
H -3.262 -3.504 -2.407
C 3.721 1.890 -6.268
C 2.225 1.648 -6.205
O 1.695 2.026 -4.935
H 4.230 1.328 -5.483
H 4.127 1.589 -7.235
H 3.947 2.948 -6.110
H 2.001 0.592 -6.342
H 1.712 2.215 -6.990
H 1.880 2.965 -4.812
O -5.950 8.808 5.239
H -5.589 8.729 4.350
H -6.530 9.576 5.191
C 1.660 -4.375 5.350
C 1.213 -3.669 4.077
N -0.203 -3.811 3.805
C -0.580 -3.378 2.469
C -0.414 -1.893 2.126
C -1.099 -3.404 4.873
C -1.011 -1.954 5.369
H 1.394 -5.433 5.325
H 2.744 -4.302 5.447
H 1.223 -3.927 6.243
H 1.763 -4.111 3.242
H 1.521 -2.613 4.129
H -1.615 -3.667 2.279
H 0.008 -3.960 1.752
H -1.190 -1.282 2.587
H -0.501 -1.757 1.046
H 0.559 -1.501 2.420
H -0.931 -4.066 5.727
H -2.125 -3.615 4.565
H 0.019 -1.620 5.495
H -1.500 -1.874 6.342
H -1.520 -1.263 4.700
C 0.558 -9.287 2.528
C 0.624 -7.979 2.988
C -0.468 -7.134 2.846
C -1.631 -7.601 2.249
C -1.699 -8.910 1.792
C -0.604 -9.751 1.927
H 1.411 -9.944 2.637
H 1.531 -7.617 3.459
H -0.414 -6.110 3.200
H -2.485 -6.944 2.142
H -2.607 -9.274 1.328
H -0.656 -10.771 1.566
C 0.630 5.470 -5.798
O 1.906 5.562 -6.425
H 0.740 5.780 -4.760
H -0.089 6.126 -6.293
H 0.269 4.438 -5.831
H 1.801 5.288 -7.342

E_HOMO: -0.352 Eh
net charge: +1
molar mass: 653.643 g mol⁻¹
F_max: 5.67 eV Å⁻¹

Mulliken atomic charge list, values in e, 8 entries: atom 1 (C): -1.536, atom 2 (C): -0.072, atom 3 (C): -0.440, atom 4 (C): -1.174, atom 5 (C): -0.624, atom 6 (C): -0.002, atom 7 (C): -0.322, atom 8 (N): -0.342



Record 3
Entry from OMol25: C57H71BrN6OPS3Ti as an isolated structure at a distorted geometry (ωB97M-V/def2-TZVPD).

Positions of all 141 atoms, in Å:
Ti -0.802 -0.284 1.222
C 2.848 3.059 3.220
C 2.740 2.622 1.908
C 1.519 2.229 1.403
C 0.365 2.226 2.203
C 0.489 2.695 3.523
C 1.712 3.105 4.011
N -0.808 1.726 1.677
C -2.018 2.179 2.107
C -2.322 3.448 2.626
C -3.626 3.785 2.927
C -4.674 2.884 2.730
C -4.411 1.615 2.261
C -3.092 1.241 1.969
N -2.667 0.000 1.628
N -3.491 -1.038 1.739
C -2.834 -2.201 1.643
C -3.492 -3.425 1.871
C -2.759 -4.590 1.891
C -1.379 -4.525 1.690
C -0.799 -3.299 1.421
N -1.490 -2.157 1.381
H 3.804 3.369 3.617
H 3.615 2.583 1.273
H 1.417 1.944 0.365
H -0.377 2.705 4.170
H 1.781 3.449 5.035
H -1.536 4.172 2.784
H -3.841 4.768 3.325
H -5.691 3.181 2.950
H -5.194 0.885 2.118
H -4.558 -3.414 2.022
H -3.238 -5.545 2.053
H -0.772 -5.417 1.708
H 0.267 -3.233 1.202
C 5.849 -3.523 3.707
C 5.730 -2.098 3.147
C 6.476 -2.045 1.808
C 6.398 -1.095 4.101
C 4.260 -1.733 2.995
C 3.698 -1.423 1.770
C 2.367 -1.068 1.712
Br 1.532 -0.758 -0.005
C 1.503 -0.987 2.820
O 0.275 -0.596 2.684
C 2.074 -1.387 4.066
C 3.413 -1.724 4.110
C 1.167 -1.484 5.290
C 1.916 -1.951 6.543
C 0.558 -0.111 5.596
C 0.051 -2.501 5.001
H 6.897 -3.811 3.783
H 5.341 -4.228 3.050
H 5.402 -3.599 4.695
H 7.528 -2.285 1.962
H 6.421 -1.051 1.370
H 6.068 -2.765 1.102
H 7.465 -1.300 4.189
H 5.958 -1.146 5.093
H 6.271 -0.084 3.720
H 4.253 -1.451 0.849
H 3.832 -2.008 5.062
H 2.698 -1.245 6.814
H 2.354 -2.936 6.396
H 1.215 -2.014 7.373
H 1.351 0.613 5.770
H -0.067 -0.168 6.487
H -0.054 0.233 4.764
H 0.480 -3.469 4.747
H -0.577 -2.167 4.175
H -0.580 -2.623 5.880
C -0.304 5.063 0.500
C 0.832 5.249 -0.504
C 0.301 5.223 -1.937
C -0.873 4.268 -2.126
C -2.045 4.666 -1.195
C -1.611 5.596 -0.065
P -0.588 2.391 -1.899
C 0.804 2.065 -3.174
C 0.801 0.577 -3.588
C 2.151 -0.141 -3.780
C 3.341 0.806 -3.811
C 3.304 1.623 -2.532
C 2.122 2.589 -2.555
C -2.248 2.014 -2.773
C -3.063 1.088 -1.863
C -4.321 0.635 -2.596
C -3.982 -0.242 -3.810
C -2.571 0.041 -4.331
C -2.259 1.528 -4.231
H -0.045 5.551 1.441
H -0.442 3.999 0.687
H 1.564 4.455 -0.356
H 1.345 6.201 -0.335
H 1.103 4.976 -2.632
H -0.051 6.225 -2.208
H -1.188 4.374 -3.174
H -2.452 3.767 -0.721
H -2.856 5.129 -1.767
H -2.385 5.593 0.704
H -1.486 6.622 -0.420
H 0.584 2.679 -4.057
H 0.270 0.503 -4.535
H 0.222 0.012 -2.855
H 2.103 -0.723 -4.702
H 2.307 -0.844 -2.960
H 3.293 1.466 -4.679
H 4.268 0.231 -3.869
H 4.218 2.209 -2.401
H 3.226 0.938 -1.689
H 2.442 3.466 -3.122
H 1.936 2.908 -1.529
H -2.773 2.974 -2.777
H -3.340 1.629 -0.948
H -2.463 0.225 -1.554
H -4.860 1.530 -2.924
H -4.974 0.094 -1.911
H -4.719 -0.066 -4.599
H -4.045 -1.296 -3.538
H -2.493 -0.288 -5.371
H -1.850 -0.532 -3.751
H -3.042 2.069 -4.773
H -1.319 1.758 -4.728
S -4.015 -6.495 -2.914
C -3.126 -5.109 -2.869
S -2.748 -4.329 -1.340
C -1.900 -3.035 -2.261
N -1.943 -3.251 -3.526
N -2.599 -4.382 -3.888
C -2.629 -4.631 -5.269
C -2.089 -3.651 -6.109
C -2.079 -3.833 -7.476
C -2.603 -4.987 -8.035
C -3.126 -5.962 -7.204
C -3.141 -5.797 -5.832
S -1.099 -1.771 -1.528
H -1.674 -2.759 -5.669
H -1.659 -3.069 -8.117
H -2.600 -5.126 -9.108
H -3.530 -6.869 -7.630
H -3.546 -6.571 -5.203

relative energy (zero: lowest compared OMol25 entry of this formula, charge and spin): 55.9 kcal per mole
E_HOMO (spin up / spin down): -0.149 / -0.149 Eh
net charge: -1
molar mass: 1111.182 g mol⁻¹
F_max: 2.69 eV Å⁻¹

Mulliken atomic charge list, values in e, 8 entries: atom 1 (Ti): -0.943, atom 2 (C): -0.901, atom 3 (C): -0.861, atom 4 (C): 0.343, atom 5 (C): 0.338, atom 6 (C): -0.399, atom 7 (C): -1.133, atom 8 (N): 1.570